Density functional theory data (ωB97M-V/def2-TZVPD) for an isolated molecule of C4H7N5.

```
! RIJCOSX wB97M-V def2-TZVPD def2/J DEFGRID3
* xyz 0 1
H -1.9187 1.5399 -2.0093
N -2.0745 1.1839 -1.0496
C -0.9552 0.8920 -0.5183
N 0.2919 1.0013 -1.1742
N 1.5118 0.4410 -0.6009
C 1.1321 -0.7221 0.2270
N 1.6563 -1.8537 0.0638
H 2.3032 -1.8900 -0.7353
N 0.2851 -0.3846 1.2744
C -1.0407 -1.0105 1.2058
C -0.8544 0.4221 0.9242
H 0.2440 0.8519 -2.1614
H 1.8106 1.1502 0.0745
H -1.4808 -1.3119 2.1570
H -1.1886 -1.6525 0.3393
H -1.1550 1.1082 1.7077
*
```

Its HOMO-LUMO gap is 10.38 eV. For the calculated total energy, the calculation gives -11709.5082 eV. The HOMO energy is -9.529 eV. The energy relative to the best compared isomer or geometry (same formula, charge and spin) comes out at 91.54 kcal/mol.

Density functional theory data (ωB97M-V/def2-TZVPD) for a structure of composition C5H5Br2N.

```
! RIJCOSX wB97M-V def2-TZVPD def2/J DEFGRID3
* xyz 0 1
C -0.1341 -0.3740 -1.3164
C -0.8037 0.6124 0.4933
C 0.8831 -0.7696 -0.4144
C 0.4009 -0.1629 0.9698
C 0.0553 -1.1618 2.2382
N -1.0539 0.4224 -0.8538
Br 1.6067 -2.1962 2.7104
Br -0.5157 -0.1686 3.6126
H 0.1131 -0.4869 -2.4026
H -1.6904 0.5477 1.1098
H -0.4210 1.6603 0.5037
H 1.7794 -1.1025 -0.6904
H 1.3136 0.4134 1.2358
*
```

Its HOMO-LUMO gap (spin up / spin down) is 7.12 / 8.07 eV. For the calculated total energy, the calculation gives -146836.4695 eV. The HOMO energy (spin up / spin down) is -8.398 / -8.924 eV. The energy relative to the best compared isomer or geometry (same formula, charge and spin) comes out at 86.69 kcal/mol.

Density functional theory data (ωB97M-V/def2-TZVPD) for a structure of composition C12H33AgN3O3.

```
! RIJCOSX wB97M-V def2-TZVPD def2/J DEFGRID3
* xyz 1 1
Ag -0.8709 1.7739 -1.0378
C -4.0367 -2.2014 2.1126
C -3.0422 -2.2032 1.0008
C -3.6185 -1.8950 -0.4310
O -2.5718 -1.9358 -1.3265
C -2.9785 -2.2835 -2.6447
N -1.9830 -1.2210 1.3454
H -4.8610 -2.8621 1.8442
H -4.3644 -1.2284 2.4787
H -3.6584 -2.6411 3.0355
H -2.4693 -3.1304 1.0132
H -4.1632 -0.9514 -0.3993
H -4.4094 -2.6271 -0.5940
H -3.6886 -1.5314 -2.9884
H -3.2835 -3.3299 -2.6360
H -2.0599 -2.2111 -3.2270
H -2.3911 -0.5901 2.0204
H -1.1248 -1.5937 1.7258
C -1.0059 6.0878 1.4763
C -0.5652 4.9964 2.3920
C -1.7640 4.1506 3.1478
O -1.0843 3.3178 4.1336
C -1.9906 2.8790 5.1611
N 0.3604 4.1172 1.6472
H -0.1157 6.6864 1.2830
H -1.5799 6.7809 2.0914
H -1.5381 5.6452 0.6343
H 0.0380 5.5814 3.0863
H -2.3321 3.5815 2.4119
H -2.3677 4.9189 3.6308
H -2.9280 2.5525 4.7108
H -2.2245 3.5658 5.9746
H -1.4751 2.0799 5.6937
H 1.0485 4.7034 1.1966
H 0.9956 3.5331 2.1719
C 3.5636 -0.9579 -4.4970
C 3.4423 -1.9208 -3.3013
C 4.8235 -2.7321 -3.1872
O 4.8411 -3.5436 -1.9789
C 5.8281 -4.5572 -2.0763
N 2.9799 -1.1037 -2.1714
H 3.9895 -1.6083 -5.2610
H 4.3919 -0.2680 -4.3351
H 2.6919 -0.3617 -4.7667
H 2.6111 -2.5856 -3.5362
H 5.6299 -2.0077 -3.3017
H 4.8306 -3.4483 -4.0089
H 6.8211 -4.1663 -2.2980
H 5.6150 -5.1810 -2.9444
H 5.9971 -5.1536 -1.1798
H 3.7734 -1.2454 -1.5628
H 2.2739 -1.6740 -1.7282
*
```

Its HOMO-LUMO gap is 5.77 eV. For the calculated total energy, the calculation gives -27579.8096 eV. The HOMO energy is -11.742 eV. The energy relative to the best compared isomer or geometry (same formula, charge and spin) comes out at 131.19 kcal/mol.

Density functional theory data (ωB97M-V/def2-TZVPD) for a cluster of 7 separate species, H14O6S2 in total.

```
! RIJCOSX wB97M-V def2-TZVPD def2/J DEFGRID3
* xyz 0 1
S 4.7755 -1.9547 -0.6567
S 6.1389 -0.6636 -1.5944
H 5.7434 -2.5132 0.0611
H 7.1600 -1.0019 -0.8043
O -3.8243 2.6467 2.6266
H -3.2801 3.3105 2.1859
H -3.5962 2.7774 3.5542
O 0.5662 1.2742 -3.1894
H 0.3913 0.4347 -3.6299
H 0.6393 1.8922 -3.9168
O -1.3079 0.0537 -0.3711
H -0.8509 0.3725 -1.1133
H -2.2188 0.1381 -0.6638
O -0.8412 -3.8238 -3.0281
H -1.2601 -4.5388 -2.5458
H -0.3766 -4.2751 -3.7406
O -0.5215 2.7256 2.8709
H -0.1147 1.9769 3.3320
H -1.3035 2.2490 2.5512
O -1.7626 -0.6457 2.8033
H -1.6385 -0.1433 1.9916
H -2.5176 -0.2914 3.2771
*
```

Its HOMO-LUMO gap is 8.78 eV. For the calculated total energy, the calculation gives -34181.9482 eV. The HOMO energy is -8.434 eV. The energy relative to the best compared isomer or geometry (same formula, charge and spin) comes out at 38.62 kcal/mol.

Density functional theory data (ωB97M-V/def2-TZVPD) for a structure of composition C5H9NO.

```
! RIJCOSX wB97M-V def2-TZVPD def2/J DEFGRID3
* xyz 0 1
C 0.3185 0.1064 -1.6911
N -0.0037 -0.1129 -0.2718
C -1.4354 -0.0037 0.1119
C -0.5126 1.0624 0.5167
C 0.0670 0.6548 2.3542
O 0.3867 1.6296 2.9284
C 0.9049 -1.1112 0.4012
H 0.4129 -0.8526 -2.2099
H 1.2618 0.6549 -1.7610
H -0.4671 0.7045 -2.1598
H -2.1369 0.0726 -0.7201
H -1.7191 -0.7193 0.8888
H -0.4951 1.9833 -0.0720
H 1.8323 -0.6264 0.7272
H 0.4608 -1.5573 1.2925
H 1.1249 -1.8853 -0.3351
*
```

Its HOMO-LUMO gap is 7.17 eV. For the calculated total energy, the calculation gives -8864.0536 eV. The HOMO energy is -6.546 eV. The energy relative to the best compared isomer or geometry (same formula, charge and spin) comes out at 118.97 kcal/mol.

Density functional theory data (ωB97M-V/def2-TZVPD) for a structure of composition C32H29Br2IrN4O3S.

```
! RIJCOSX wB97M-V def2-TZVPD def2/J DEFGRID3
* xyz 0 1
Ir -0.5178 0.4624 -0.4776
C -1.4805 1.7724 -2.9958
N -0.4398 0.7908 -2.5660
C -0.6097 -0.4181 -3.4064
C 0.8667 1.4709 -2.7841
C 1.3281 1.6885 -4.0701
C 2.4455 2.4751 -4.3010
C 3.0654 3.0885 -3.2225
C 2.6174 2.8709 -1.9328
C 1.5394 2.0138 -1.6697
N 1.0750 1.6895 -0.4130
C 1.8541 1.4733 0.7082
C 3.2359 1.6344 0.8441
C 3.8735 1.3227 2.0394
C 3.1740 0.8247 3.1228
C 1.8029 0.6197 2.9986
C 1.1663 0.9221 1.8172
N -0.2906 0.7969 1.6488
C -0.9331 -0.1936 2.5297
C -0.8306 2.1394 2.0384
H -1.3127 2.0233 -4.0441
H -2.4664 1.3238 -2.8878
H -1.4167 2.6653 -2.3835
H -0.6107 -0.1566 -4.4647
H 0.1857 -1.1272 -3.1987
H -1.5718 -0.8649 -3.1645
H 0.8090 1.2561 -4.9153
H 2.8038 2.6290 -5.3093
H 3.9055 3.7515 -3.3855
H 3.0880 3.3908 -1.1115
H 3.8318 1.9678 0.0094
H 4.9460 1.4589 2.1078
H 3.6792 0.5840 4.0482
H 1.2460 0.2051 3.8287
H -0.9037 0.1282 3.5731
H -1.9754 -0.2826 2.2252
H -0.4375 -1.1530 2.4329
H -0.5406 2.3188 3.0755
H -0.3976 2.8993 1.3948
H -1.9082 2.1552 1.9315
Br -4.3798 3.9184 -0.3690
C -4.4576 2.0387 -0.5053
C -5.7005 1.4091 -0.6552
C -5.7945 0.0497 -0.7708
Br -7.5011 -0.7449 -0.9881
C -4.6308 -0.7540 -0.7468
C -4.6035 -2.1586 -0.9038
C -3.4049 -2.8142 -0.9155
C -2.2133 -2.0892 -0.7556
N -2.2080 -0.7876 -0.5700
C -3.3912 -0.1036 -0.5771
C -3.2689 1.3234 -0.4485
O -2.1021 1.8632 -0.2964
H -6.5936 2.0177 -0.6859
H -5.5330 -2.6964 -1.0294
H -3.3531 -3.8852 -1.0508
H -1.2421 -2.5644 -0.8058
O 4.3371 -4.4630 4.1640
C 3.0077 -4.2748 4.0005
O 2.2401 -4.7260 4.8039
C 2.5760 -3.5008 2.7972
C 1.2385 -3.5910 2.4214
C 0.7708 -2.8966 1.3212
C 1.6159 -2.0669 0.5811
S 1.1044 -1.2091 -0.8822
C 2.9546 -1.9873 0.9591
C 3.4291 -2.6942 2.0506
H 4.8180 -4.1296 3.3979
H 0.5793 -4.2199 3.0053
H -0.2726 -2.9892 1.0486
H 3.6157 -1.3364 0.4039
H 4.4679 -2.5542 2.3312
*
```

Its HOMO-LUMO gap is 6.49 eV. For the calculated total energy, the calculation gives -199519.6725 eV. The HOMO energy is -7.047 eV. The energy relative to the best compared isomer or geometry (same formula, charge and spin) comes out at 0.00 kcal/mol.